Molecular formula: C29H47CsF6N5O9S3
Method: DFT, ωB97M-V/def2-TZVPD

## Properties
Relative energy (zero: lowest compared OMol25 entry of this formula, charge and spin) in kJ/mol: 7.0
Charge: -1
HOMO energy in eV: -5.38
E in Eh: -3898.2196
Orbital gap in eV: 7.3
E_LUMO in eV: 1.94

Geometry as XYZ:
```
100
Properties=species:S:1:pos:R:3:forces:R:3
Cs -1.6024 -2.1333 1.9378 -0.557 0.100 -0.060
C 0.0018 1.3849 -3.8286 -0.025 -0.004 -0.008
C -0.0417 2.3590 -2.6500 0.008 0.006 0.019
C 1.3525 2.7388 -2.1187 0.008 -0.004 0.005
C 2.2321 1.7407 -1.3348 0.048 0.003 0.004
C 2.5757 0.4819 -2.1444 -0.045 0.010 -0.003
C 3.5294 2.4939 -1.0200 -0.004 0.012 0.003
N 1.5640 1.4020 -0.0574 -0.026 0.007 0.009
C 2.3991 0.7037 0.9227 -0.039 -0.022 -0.005
C 1.6062 -0.0382 1.9923 0.139 0.011 -0.100
N 0.7574 0.7135 2.9168 0.089 0.013 0.007
C 0.2801 -0.2361 3.9604 0.346 0.127 0.017
C -1.0344 0.2333 4.6268 -0.131 0.199 0.207
O -0.8877 1.1643 5.4542 0.016 -0.030 -0.061
O -2.1024 -0.3160 4.2856 0.119 -0.300 -0.265
C 1.3793 1.8663 3.5910 -0.047 0.027 0.011
C 2.7953 1.6256 4.1336 0.008 0.004 0.002
C 1.3508 3.1649 2.7882 -0.024 0.010 0.004
C -0.0051 3.7396 2.3289 0.018 0.000 -0.011
C -1.1201 3.5886 3.3511 0.006 -0.011 0.009
C 0.2416 5.2238 2.0363 0.018 0.014 0.024
N -0.4434 3.0281 1.0594 -0.027 -0.024 0.004
C -1.1398 3.8697 0.0564 -0.022 -0.036 -0.028
C -1.7788 3.0391 -1.0526 0.018 0.020 -0.013
N -0.9506 1.9645 -1.5634 -0.028 0.048 -0.008
C -1.7193 0.7437 -1.7184 -0.058 -0.036 -0.044
C -2.2586 0.1828 -0.3909 0.073 -0.028 0.094
O -2.9155 -0.8709 -0.5087 0.020 0.039 0.083
O -1.9693 0.7767 0.6836 0.033 -0.232 -0.071
H 0.6901 1.7758 -4.5812 -0.001 0.005 0.004
H -0.9844 1.3004 -4.2880 -0.003 0.006 -0.001
H 0.3250 0.3810 -3.5662 0.024 -0.008 0.024
H -0.4315 3.2978 -3.0791 0.003 0.016 0.029
H 1.2353 3.6135 -1.4688 0.000 -0.001 -0.002
H 1.9406 3.0836 -2.9768 -0.001 -0.010 -0.006
H 2.8479 0.7432 -3.1692 0.016 0.005 0.000
H 1.7448 -0.2242 -2.1803 0.003 0.019 -0.005
H 3.4273 -0.0393 -1.7041 -0.001 -0.004 0.005
H 3.9844 2.8461 -1.9471 0.002 0.000 -0.002
H 4.2559 1.8555 -0.5179 -0.002 -0.003 0.000
H 3.3316 3.3605 -0.3832 -0.003 -0.001 -0.003
H 0.7422 0.8381 -0.2680 0.013 -0.020 0.008
H 0.3945 2.5767 0.6065 0.003 0.029 -0.018
H 3.0867 1.4178 1.3730 -0.003 0.005 0.003
H 3.0186 -0.0660 0.4453 -0.004 -0.004 -0.002
H 2.3360 -0.6596 2.5364 -0.020 0.001 0.005
H 0.9621 -0.7369 1.4480 0.014 -0.093 0.103
H 1.0312 -0.3180 4.7579 0.027 -0.040 -0.032
H 0.2356 -1.2306 3.5172 -0.095 0.177 0.160
H 0.7367 2.0247 4.4601 -0.003 0.000 0.003
H 3.5618 1.6227 3.3559 -0.007 -0.003 -0.013
H 2.8565 0.6775 4.6678 -0.003 -0.002 -0.005
H 3.0540 2.4129 4.8445 -0.006 0.001 0.000
H 2.0145 3.1251 1.9182 -0.017 -0.002 -0.005
H 1.7840 3.9220 3.4491 0.009 0.006 0.002
H -0.8180 4.0206 4.3057 -0.002 0.012 -0.003
H -1.3658 2.5461 3.5438 0.006 -0.021 0.004
H -2.0196 4.1082 3.0091 0.002 0.002 0.004
H 0.5584 5.6955 2.9655 0.008 0.005 0.004
H -0.6521 5.7451 1.6966 0.014 -0.002 0.013
H 1.0379 5.3671 1.3010 -0.001 -0.003 0.003
H -1.0441 2.1887 1.2466 0.039 0.017 -0.025
H -0.4186 4.5807 -0.3451 0.001 -0.028 -0.017
H -1.9236 4.4373 0.5591 0.005 0.000 -0.004
H -2.0681 3.7387 -1.8546 -0.005 0.008 0.004
H -2.6952 2.6076 -0.6569 0.013 -0.010 0.001
H -1.0896 -0.0427 -2.1296 0.029 0.033 -0.014
H -2.5772 0.8551 -2.4013 0.007 -0.032 -0.004
F -1.0135 -7.8946 0.3669 -0.002 -0.007 -0.010
C -1.6670 -7.3828 1.4105 0.049 0.033 0.026
F -1.5991 -8.2451 2.4215 0.001 -0.017 0.008
F -2.9514 -7.2333 1.0681 0.000 -0.007 -0.002
S -0.9952 -5.7307 1.8757 -0.068 -0.245 -0.012
O -1.1305 -4.9459 0.6682 0.086 0.001 0.060
O -1.7699 -5.3202 3.0160 0.023 0.053 -0.158
N 0.4754 -6.1832 2.2160 -0.074 0.145 -0.019
S 1.6123 -5.1074 2.3913 0.045 -0.268 -0.153
O 1.1280 -3.7966 2.7289 -0.103 0.204 0.053
O 2.6957 -5.6780 3.1261 0.044 0.069 0.007
C 2.3048 -4.8808 0.6522 -0.042 0.013 0.015
F 1.6818 -5.6561 -0.2384 0.013 -0.012 -0.007
F 2.1731 -3.6113 0.2583 -0.022 -0.005 -0.008
F 3.6037 -5.1872 0.6250 0.015 0.011 0.000
C -0.7180 -4.4480 -3.2091 -0.005 -0.024 -0.004
S -0.9905 -2.8444 -2.4491 0.093 0.127 0.245
O 0.2552 -2.0547 -2.7181 -0.010 -0.022 -0.035
C -2.2185 -2.2358 -3.6017 -0.009 -0.005 -0.049
C -3.5405 -2.1654 -3.1939 -0.018 -0.015 -0.005
C -4.4859 -1.6422 -4.0665 0.004 0.006 -0.022
C -4.0987 -1.1775 -5.3154 -0.019 -0.003 0.013
C -2.7637 -1.2279 -5.7007 0.030 0.002 -0.023
C -1.8148 -1.7560 -4.8400 -0.018 -0.021 0.053
H -0.3645 -4.3025 -4.2295 -0.010 -0.004 0.000
H -1.6503 -5.0116 -3.1874 -0.001 0.007 -0.006
H 0.0328 -4.9543 -2.6041 0.003 0.012 0.008
H -3.8095 -2.4607 -2.1887 0.004 -0.006 -0.010
H -5.5207 -1.5715 -3.7575 0.001 -0.005 0.003
H -4.8375 -0.7577 -5.9868 0.003 0.001 -0.002
H -2.4634 -0.8466 -6.6688 0.000 0.001 0.002
H -0.7620 -1.7728 -5.0965 -0.003 -0.001 -0.013
```
Forces are in eV/Å.